[1]
{"formula": "C21H24FeN4Se", "method": "the ωB97M-V functional and the def2-TZVPD basis", "e_above_lowest_ev": 0.000, "multiplicity": 6, "charge": 1, "homo_lumo_gap_ev": [8.08, 5.42], "symbols": ["Fe", "C", "N", "C", "C", "C", "C", "C", "C", "C", "N", "C", "C", "C", "C", "C", "C", "N", "C", "C", "H", "H", "H", "H", "H", "H", "H", "H", "H", "H", "H", "H", "H", "H", "H", "H", "H", "H", "H", "H", "Se", "C", "C", "C", "N", "C", "C", "H", "H", "H", "H"], "coordinates": [[-0.059, 0.056, -0.850], [2.796, -0.046, -1.715], [1.864, -0.979, -1.048], [1.858, -2.260, -1.820], [2.279, -1.267, 0.304], [3.633, -1.381, 0.632], [4.032, -1.326, 1.946], [3.061, -1.337, 2.945], [1.706, -1.343, 2.668], [1.271, -1.335, 1.318], [-0.013, -1.099, 0.909], [-1.198, -1.585, 1.329], [-1.439, -2.151, 2.621], [-2.746, -2.420, 3.017], [-3.809, -2.275, 2.104], [-3.576, -1.887, 0.801], [-2.297, -1.475, 0.436], [-2.039, -0.905, -0.889], [-3.048, 0.129, -1.202], [-2.185, -2.019, -1.866], [3.834, -0.374, -1.604], [2.684, 0.967, -1.311], [2.583, -0.038, -2.797], [2.900, -2.467, -2.143], [1.207, -2.169, -2.726], [1.498, -3.070, -1.150], [4.377, -1.482, -0.176], [5.089, -1.324, 2.223], [3.339, -1.347, 3.977], [0.943, -1.386, 3.447], [-0.625, -2.428, 3.262], [-2.989, -2.786, 3.982], [-4.836, -2.410, 2.420], [-4.350, -1.907, 0.024], [-4.061, -0.318, -1.200], [-2.812, 0.471, -2.221], [-2.955, 0.940, -0.462], [-3.169, -2.523, -1.735], [-1.430, -2.784, -1.669], [-2.105, -1.639, -2.919], [-0.109, 2.141, 0.156], [-0.099, 3.909, -0.634], [1.076, 4.353, -1.239], [1.214, 5.706, -1.508], [0.303, 6.595, -1.079], [-0.838, 6.191, -0.577], [-1.097, 4.849, -0.333], [1.886, 3.641, -1.427], [2.101, 6.134, -1.960], [-1.607, 6.921, -0.367], [-2.043, 4.538, 0.107]], "forces_ev_per_a": [[-0.12, -0.71, 0.13], [0.20, 0.35, -0.58], [-0.06, -0.45, -0.67], [-0.29, -0.24, -0.28], [-0.03, 0.39, 1.13], [-0.21, 0.08, -1.03], [0.13, -0.52, 0.66], [-0.54, 0.11, 0.19], [-0.23, -0.70, -0.64], [1.07, 0.91, 0.50], [-0.07, -0.46, -1.48], [-0.28, -0.13, 1.19], [-1.05, -0.31, -0.41], [0.27, 0.31, -1.41], [0.02, 0.17, 0.39], [0.70, 0.23, -0.75], [0.12, 0.33, 0.16], [-0.24, -0.72, -0.01], [-0.21, 0.13, -0.25], [-0.28, -0.15, -0.71], [-0.21, 0.16, -0.13], [0.03, -0.26, -0.02], [-0.10, 0.08, 0.44], [-0.61, -0.16, 0.15], [0.55, -0.10, 0.74], [0.18, 0.47, -0.64], [-0.39, 0.25, 0.64], [-0.38, -0.06, -0.19], [0.33, 0.10, 0.42], [0.61, 0.29, -0.12], [0.11, 0.18, 0.18], [0.12, -0.24, 0.79], [0.12, -0.34, 0.07], [0.10, 0.16, 0.68], [0.44, 0.45, -0.05], [-0.26, 0.23, 0.42], [-0.17, -0.26, -0.48], [0.51, 0.43, -0.23], [0.08, 0.16, -0.11], [0.00, -0.31, 1.01], [-0.29, 0.60, 0.35], [0.12, 0.27, 0.28], [0.14, -0.35, -0.18], [-0.62, 0.32, 1.08], [0.76, 0.71, -1.23], [-0.18, -0.94, 0.00], [0.02, -0.97, -0.03], [-0.30, 0.37, -0.11], [0.01, -0.17, -0.02], [0.12, 0.25, 0.17], [0.25, 0.05, -0.04]]}



[2]
{"formula": "C21H24IrN3O16P3S2Te", "method": "the ωB97M-V functional and the def2-TZVPD basis", "multiplicity": 6, "charge": -2, "homo_lumo_gap_ev": [7.00, 5.53], "symbols": ["Ir", "O", "C", "O", "C", "C", "C", "N", "C", "C", "C", "O", "O", "H", "H", "H", "O", "C", "C", "C", "C", "C", "C", "C", "O", "N", "N", "C", "S", "C", "C", "S", "H", "H", "H", "H", "H", "H", "H", "H", "H", "O", "P", "O", "O", "O", "P", "O", "O", "O", "H", "H", "C", "C", "O", "P", "O", "Te", "O", "C", "C", "H", "H", "H", "H", "H", "H", "H", "H", "H", "H"], "coordinates": [[-0.195, -0.098, 0.026], [-4.594, 0.959, 5.753], [-4.145, -0.141, 5.379], [-4.227, -1.267, 5.904], [-3.323, -0.092, 4.064], [-3.125, 1.108, 3.392], [-2.360, 1.134, 2.240], [-1.809, 0.030, 1.731], [-2.002, -1.135, 2.363], [-2.744, -1.235, 3.524], [-1.345, -2.331, 1.708], [-1.260, -3.400, 2.286], [-0.925, -2.084, 0.510], [-3.568, 2.007, 3.800], [-2.169, 2.056, 1.706], [-2.870, -2.188, 4.017], [-0.537, 5.543, 1.031], [0.384, 5.120, 1.909], [0.914, 6.065, 2.791], [1.868, 5.707, 3.723], [2.316, 4.393, 3.801], [1.787, 3.455, 2.933], [0.827, 3.785, 1.981], [0.308, 2.701, 1.094], [0.702, 1.515, 1.313], [-0.536, 3.089, 0.161], [-1.007, 2.072, -0.661], [-1.702, 2.500, -1.643], [-2.419, 1.456, -2.860], [-2.850, 2.826, -3.962], [-3.254, 4.019, -3.123], [-1.992, 4.232, -1.847], [-0.784, 4.746, 0.481], [0.549, 7.082, 2.716], [2.264, 6.459, 4.397], [3.064, 4.104, 4.528], [2.114, 2.425, 2.967], [-3.667, 2.484, -4.597], [-1.991, 3.067, -4.589], [-4.227, 3.856, -2.658], [-3.287, 4.937, -3.712], [3.490, -0.347, -2.226], [1.955, 0.095, -2.512], [1.876, 0.949, -3.709], [1.482, 0.620, -1.165], [1.287, -1.357, -2.742], [-0.289, -1.739, -2.787], [-0.316, -3.116, -1.985], [-0.788, -1.906, -4.157], [-0.957, -0.682, -1.886], [3.946, -0.464, -3.064], [-0.389, -2.949, -1.024], [0.479, -0.120, 4.677], [1.757, -0.419, 3.937], [1.399, -0.963, 2.658], [2.432, -1.354, 1.520], [1.665, -1.763, 0.327], [3.953, 0.489, 1.122], [3.332, -2.515, 2.133], [2.640, -3.791, 2.317], [2.842, -4.678, 1.112], [0.704, 0.229, 5.687], [-0.146, -1.010, 4.748], [-0.086, 0.658, 4.160], [2.384, -1.144, 4.464], [2.339, 0.491, 3.769], [1.577, -3.609, 2.494], [3.079, -4.216, 3.219], [2.402, -4.219, 0.228], [2.348, -5.636, 1.285], [3.904, -4.857, 0.936]], "forces_ev_per_a": [[-0.53, 0.27, -0.14], [-0.06, 0.01, -0.03], [0.11, 0.04, 0.09], [-0.03, -0.04, -0.03], [-0.01, -0.04, -0.06], [0.01, 0.00, 0.02], [0.03, 0.04, 0.01], [0.02, -0.09, 0.04], [0.05, 0.01, -0.02], [-0.04, 0.02, 0.03], [-0.10, 0.10, 0.03], [0.00, -0.03, 0.01], [0.09, -0.04, 0.07], [0.01, 0.01, -0.01], [-0.03, -0.01, 0.00], [0.01, 0.00, -0.01], [-0.03, -0.12, -0.08], [0.04, -0.01, 0.02], [-0.02, -0.01, -0.02], [0.00, 0.00, -0.01], [-0.02, 0.02, -0.02], [0.04, -0.09, 0.06], [-0.04, 0.06, 0.02], [-0.08, 0.09, -0.15], [0.13, -0.16, 0.07], [0.02, 0.02, 0.05], [0.08, -0.05, 0.20], [-0.03, -0.17, -0.09], [0.02, 0.10, 0.02], [-0.05, 0.06, -0.01], [0.00, -0.04, -0.05], [-0.01, 0.02, 0.00], [0.04, 0.09, 0.08], [0.01, 0.00, 0.01], [0.00, 0.00, 0.00], [0.00, 0.00, 0.00], [-0.01, 0.04, -0.03], [0.01, -0.02, 0.00], [0.02, -0.03, 0.01], [0.01, 0.01, 0.03], [0.00, 0.01, 0.00], [-0.12, -0.02, 0.09], [0.18, -0.34, -0.25], [-0.04, 0.06, 0.01], [0.12, 0.19, 0.23], [0.15, 0.16, -0.10], [-0.12, -0.15, 0.17], [0.08, 0.02, -0.13], [0.03, 0.02, -0.02], [0.01, -0.04, -0.13], [0.00, 0.05, -0.10], [-0.04, -0.05, 0.09], [-0.02, 0.01, 0.04], [0.00, 0.06, -0.09], [-0.07, -0.11, 0.04], [0.04, 0.06, 0.09], [0.08, 0.16, -0.11], [0.01, -0.12, -0.05], [-0.01, 0.04, 0.02], [0.01, 0.04, 0.02], [-0.02, -0.04, 0.00], [0.01, 0.02, -0.01], [0.02, 0.00, 0.02], [0.00, -0.02, -0.02], [-0.03, -0.02, 0.02], [0.04, -0.04, 0.03], [0.00, -0.01, 0.00], [-0.01, -0.01, 0.00], [0.01, 0.01, 0.00], [0.00, 0.01, 0.00], [0.00, 0.02, -0.01]]}



[3]
{"formula": "C21H24IrN3O7", "method": "the ωB97M-V functional and the def2-TZVPD basis", "e_above_lowest_ev": 0.000, "multiplicity": 2, "charge": 1, "homo_lumo_gap_ev": [6.23, 5.38], "symbols": ["Ir", "C", "O", "C", "C", "O", "C", "H", "H", "H", "H", "H", "H", "H", "H", "H", "H", "N", "C", "O", "C", "C", "H", "H", "H", "H", "H", "H", "O", "C", "O", "C", "C", "C", "C", "C", "C", "N", "O", "O", "H", "H", "H", "H", "N", "C", "C", "C", "C", "C", "C", "C", "H", "H", "H", "H"], "coordinates": [[0.139, 1.428, -0.091], [0.094, 0.117, 3.037], [0.558, 1.292, 2.388], [1.943, 1.530, 2.573], [2.822, 0.803, 1.552], [2.484, 1.248, 0.247], [3.337, 0.729, -0.763], [0.265, 0.194, 4.116], [0.588, -0.779, 2.658], [-0.974, 0.053, 2.846], [2.241, 1.227, 3.583], [2.082, 2.610, 2.463], [2.693, -0.287, 1.623], [3.872, 1.040, 1.757], [4.364, 1.072, -0.604], [2.966, 1.096, -1.717], [3.323, -0.364, -0.787], [0.866, 3.300, -4.049], [0.703, 2.873, -2.801], [0.260, 1.752, -2.544], [1.101, 3.804, -1.674], [0.215, 3.522, -0.466], [0.600, 2.698, -4.814], [1.240, 4.211, -4.252], [1.023, 4.852, -1.979], [2.149, 3.594, -1.441], [-0.779, 3.931, -0.652], [0.635, 3.974, 0.436], [1.220, -1.382, -2.025], [0.643, -1.573, -0.968], [0.162, -0.723, -0.158], [0.475, -3.000, -0.485], [-0.112, -3.267, 0.758], [-0.256, -4.557, 1.198], [0.188, -5.620, 0.386], [0.768, -5.354, -0.872], [0.910, -4.057, -1.295], [0.048, -6.939, 0.840], [-0.445, -7.077, 1.979], [0.442, -7.831, 0.063], [-0.469, -2.461, 1.378], [-0.706, -4.769, 2.155], [1.102, -6.172, -1.492], [1.350, -3.848, -2.257], [-7.228, 1.386, 0.062], [-6.082, 1.394, 0.071], [-4.668, 1.411, 0.046], [-3.952, 2.181, 0.969], [-2.572, 2.196, 0.920], [-1.882, 1.465, -0.055], [-2.609, 0.691, -0.964], [-3.989, 0.658, -0.917], [-4.474, 2.761, 1.715], [-2.033, 2.802, 1.635], [-2.093, 0.111, -1.718], [-4.551, 0.056, -1.615]], "forces_ev_per_a": [[-1.31, -0.19, -1.59], [-0.39, -0.72, 0.24], [-0.58, 0.51, -1.91], [1.01, 0.21, -0.41], [-0.24, -0.12, 0.60], [-0.83, 0.47, 0.04], [0.45, -0.30, -0.55], [0.01, 0.16, -0.14], [-0.01, 0.07, -0.08], [-0.01, -0.05, -0.01], [-0.11, 0.07, -0.12], [-0.01, -0.13, 0.06], [-0.01, 0.12, -0.09], [-0.09, 0.00, 0.00], [-0.12, 0.07, 0.07], [0.02, -0.07, 0.03], [-0.14, 0.10, 0.06], [-0.17, -0.37, -0.04], [0.62, 1.62, 0.24], [-0.74, -1.49, 2.17], [-0.08, -0.31, -0.12], [0.79, -0.54, 0.99], [0.07, 0.01, -0.04], [-0.05, -0.05, 0.05], [0.09, -0.11, 0.03], [0.04, 0.04, -0.06], [-0.07, -0.39, 0.17], [-0.09, 0.28, -0.18], [-0.06, 0.76, 0.21], [0.83, -2.14, -1.24], [-0.20, 2.64, 1.62], [-0.20, -0.21, 0.12], [0.26, 0.26, -0.59], [0.21, -1.21, -0.29], [0.27, 3.09, -0.98], [-0.36, -0.76, 0.92], [-0.21, 0.77, 0.30], [-0.17, -2.46, 0.84], [0.92, -0.59, -2.08], [-0.92, 0.99, 1.89], [0.00, 0.13, -0.05], [0.00, -0.08, -0.01], [-0.04, -0.07, 0.06], [0.04, 0.13, -0.06], [-0.37, -0.01, 0.04], [-0.45, 0.02, 0.01], [0.94, -0.01, -0.01], [-0.01, -0.10, -0.17], [0.29, -0.04, 0.08], [0.83, -0.16, 0.01], [0.27, 0.05, -0.29], [-0.02, 0.13, 0.18], [-0.08, 0.03, 0.03], [0.10, 0.04, 0.11], [0.07, -0.05, -0.01], [0.00, -0.03, -0.05]]}



[4]
{"formula": "C21H24N", "method": "the ωB97M-V functional and the def2-TZVPD basis", "e_above_lowest_ev": 2.910, "multiplicity": 1, "charge": 1, "homo_lumo_gap_ev": 6.78, "symbols": ["C", "C", "C", "C", "C", "C", "N", "H", "H", "H", "H", "H", "H", "H", "H", "H", "C", "C", "C", "C", "C", "C", "C", "C", "C", "C", "C", "C", "C", "C", "C", "H", "H", "H", "H", "H", "H", "H", "H", "H", "H", "H", "H", "H", "H", "H"], "coordinates": [[-2.506, 3.517, -1.535], [-2.286, 2.256, -0.819], [-1.617, 1.073, -1.148], [-1.883, 0.098, -0.114], [-2.754, 0.776, 0.819], [-3.447, 0.359, 2.038], [-2.931, 2.037, 0.361], [-2.185, 3.408, -2.566], [-3.566, 3.832, -1.550], [-1.932, 4.344, -1.083], [-1.003, 0.908, -2.020], [-2.041, -0.989, -0.265], [-3.502, -0.733, 2.131], [-2.946, 0.791, 2.936], [-4.490, 0.757, 2.045], [-3.594, 2.700, 0.815], [3.123, 3.109, 3.256], [2.366, 2.094, 2.454], [1.101, 1.677, 2.895], [0.365, 0.768, 2.153], [0.807, 0.270, 0.905], [-0.050, -0.820, 0.351], [0.462, -1.780, -0.684], [-0.446, -2.807, -1.053], [-0.128, -3.765, -2.006], [1.120, -3.754, -2.654], [1.400, -4.712, -3.770], [2.069, -2.807, -2.243], [1.795, -1.891, -1.210], [2.066, 0.757, 0.411], [2.873, 1.545, 1.264], [4.115, 3.285, 2.855], [2.640, 4.083, 3.303], [3.243, 2.791, 4.288], [0.705, 2.050, 3.842], [-0.569, 0.363, 2.576], [-0.574, -1.417, 1.193], [-1.418, -2.860, -0.535], [-0.870, -4.511, -2.286], [2.365, -4.531, -4.230], [1.391, -5.752, -3.458], [0.666, -4.641, -4.567], [3.048, -2.792, -2.734], [2.643, -1.349, -0.785], [2.454, 0.498, -0.586], [3.920, 1.764, 1.008]], "forces_ev_per_a": [[0.17, 1.06, -0.31], [1.24, -1.87, -1.22], [-1.02, 1.40, 0.08], [-0.20, -0.51, 0.04], [0.69, 0.55, -0.86], [-0.75, -0.09, 1.05], [-1.01, -0.80, 1.75], [0.04, 0.09, -0.07], [0.41, -0.32, 0.08], [-0.16, -0.21, -0.17], [-0.09, 0.07, -0.01], [-0.28, 1.07, -0.26], [0.09, 0.36, 0.06], [-0.26, -0.42, -0.49], [0.70, -0.36, 0.00], [0.94, -0.74, -0.62], [0.43, -0.03, 0.10], [-0.30, -0.29, -0.20], [-0.13, -0.11, -0.30], [0.19, -0.25, 0.22], [0.29, 0.34, 0.24], [1.01, -0.75, 1.91], [-0.17, -0.47, -0.15], [0.17, 0.15, 0.00], [0.06, 0.22, 0.07], [-0.27, 0.52, 0.14], [0.20, -0.08, -0.25], [-0.33, 0.04, 0.52], [-0.75, -0.05, -0.23], [-0.32, -0.25, 0.75], [-0.53, 0.09, -0.32], [0.17, -0.07, -0.11], [-0.30, -0.05, -0.19], [-0.01, -0.15, 0.16], [0.13, -0.09, -0.27], [0.45, 0.31, -0.28], [0.83, 1.29, -1.42], [0.45, 0.03, -0.48], [0.19, 0.11, 0.12], [0.18, 0.10, 0.05], [-0.03, -0.11, 0.29], [-0.24, 0.16, -0.01], [-0.30, -0.08, 0.41], [-0.58, 0.00, -0.34], [-0.34, 0.15, 0.75], [-0.65, 0.06, -0.21]]}